Formula: C46H54N5O3SZn
Source: OMol25
Level of theory: the ωB97M-V functional and the def2-TZVPD basis

Calculated values
2S+1   1
HOMO-LUMO gap (spin up / spin down)   5.4 / 5.4 eV
Net charge   -1
Lowest unoccupied orbital energy (spin up / spin down)   1.91 / 1.91 eV

```
110
C46H54N5O3SZn (the ωB97M-V functional and the def2-TZVPD basis)
Zn 0.08696 -0.46605 -0.51236
C 0.18912 5.88795 -1.49888
C -0.04031 4.79153 -2.52758
C -0.67650 3.57010 -1.84762
C -1.98845 3.14387 -1.78742
C -3.22812 3.77666 -2.31150
C -3.24250 5.25598 -2.31262
C -1.95239 1.82162 -1.09184
C -3.08454 0.95980 -0.98346
C -3.05071 -0.40124 -0.55061
C -4.23689 -1.25877 -0.49331
C -5.67527 -0.87523 -0.71012
C -6.28855 -0.11992 0.50071
C -3.79167 -2.52819 -0.09327
C -2.35451 -2.39909 0.08825
C -1.46849 -3.41511 0.50818
C -0.17801 -3.24855 0.90387
N 0.56289 -2.07905 0.69718
C 1.86900 -2.38715 1.05788
C 2.97751 -1.58672 0.94228
C 3.02665 -0.26493 0.44820
N 1.85948 0.43840 0.06458
C 2.33416 1.61360 -0.44154
C 1.50829 2.66809 -0.95819
C 0.12351 2.58477 -1.14169
N -0.68109 1.52922 -0.70519
C 3.78512 1.72129 -0.29476
C 4.18213 0.53653 0.25919
C 5.52353 0.17277 0.86814
C 5.40907 0.10840 2.40218
C 4.56476 2.96686 -0.49422
C 4.34304 3.97103 0.64471
C 1.92015 -3.75985 1.61312
C 0.67290 -4.26244 1.53419
C 0.11236 -5.55539 2.13230
C -1.12853 -5.37440 2.95737
C 3.07607 -4.43755 2.28812
C 3.54650 -3.71703 3.55678
N -1.94763 -1.08863 -0.11295
C -4.58411 -3.70503 0.40716
C -4.57408 -3.82069 1.94110
H 0.77400 6.68007 -1.94562
H 0.71841 5.51503 -0.63735
H -0.74925 6.33774 -1.15464
H 0.96263 4.42176 -2.83283
H -0.57597 5.17863 -3.42328
H -4.05881 3.45950 -1.64540
H -3.48624 3.29479 -3.28197
H -2.85636 5.62904 -1.37596
H -4.25200 5.64942 -2.49039
H -2.66681 5.70884 -3.11982
H -4.06237 1.35472 -1.24457
H -6.26911 -1.81142 -0.90724
H -5.70338 -0.17121 -1.55300
H -6.47377 -0.85404 1.33094
H -7.19507 0.40286 0.23117
H -5.62542 0.65159 0.90370
H -1.96006 -4.42437 0.66445
H 3.95961 -2.00945 1.20002
H 2.07533 3.55417 -1.26656
H 6.24815 0.93546 0.61013
H 5.89303 -0.82697 0.45038
H 5.24897 1.09476 2.80298
H 6.30931 -0.25859 2.98279
H 4.54891 -0.47956 2.71105
H 4.24119 3.42509 -1.42178
H 5.64658 2.65966 -0.64102
H 3.26375 4.20156 0.75479
H 4.91390 4.88642 0.49076
H 4.69666 3.56103 1.61204
H 0.90229 -6.00392 2.74261
H -0.14687 -6.24066 1.32105
H -1.01028 -4.54546 3.65302
H -1.28421 -6.26855 3.61980
H -2.01745 -5.23948 2.32225
H 3.87129 -4.50024 1.56512
H 2.84020 -5.48589 2.50673
H 3.73093 -2.70383 3.28592
H 4.38839 -4.25840 3.96657
H 2.75728 -3.67304 4.31338
H -4.17245 -4.63823 0.03193
H -5.64305 -3.57932 0.10669
H -3.58496 -3.70892 2.33251
H -5.00352 -4.76834 2.24050
H -5.15109 -3.00280 2.40275
C -2.20025 2.07806 5.41225
S -1.26490 1.67541 3.90183
C 0.04299 2.92773 3.94430
O -0.62790 0.33908 4.23454
H -1.47188 2.29940 6.15313
H -2.72607 1.16144 5.68151
H -2.83486 2.94668 5.24049
H -0.31422 3.93515 4.08644
H 0.57279 2.93245 2.94736
H 0.75649 2.55906 4.70495
O 2.54770 -1.75250 -2.28493
C 1.57624 -1.27266 -2.88270
N 0.35151 -0.86155 -2.45963
C -0.37348 -0.36941 -3.53840
O -1.53715 0.08372 -3.51147
C 0.46097 -0.52956 -4.77287
C 0.25224 -0.29472 -6.10976
C 1.25218 -0.60685 -7.03017
C 2.44322 -1.23470 -6.60250
C 2.65388 -1.39101 -5.25903
C 1.65793 -1.05441 -4.34364
H -0.66213 0.23247 -6.40067
H 1.18102 -0.36395 -8.09170
H 3.16868 -1.58120 -7.37768
H 3.55187 -1.77501 -4.80259
```


Formula: C46H55AsN6P2Zn
Source: OMol25
Level of theory: the ωB97M-V functional and the def2-TZVPD basis

Calculated values
2S+1   1
HOMO-LUMO gap   8.4 eV
Energy relative to the best compared isomer or geometry (same formula, charge and spin)   0.000 eV
Net charge   +2
Lowest unoccupied orbital energy   -4.76 eV

```
111
C46H55AsN6P2Zn (the ωB97M-V functional and the def2-TZVPD basis)
Zn 0.05640 0.39614 -0.45010
C 2.71665 -3.33182 -0.09021
N 1.74811 -2.22366 -0.13749
P 0.25496 -2.38338 -0.95160
C 0.65116 -3.20880 -2.52043
C 1.07804 -2.40407 -3.57809
C 1.46456 -2.96113 -4.78593
C 1.42110 -4.33918 -4.94948
C 1.00435 -5.15188 -3.90411
C 0.62374 -4.59232 -2.69333
C -0.61808 -3.65453 -0.00239
C -0.24932 -3.99479 1.29523
C -1.01357 -4.89517 2.02720
C -2.15358 -5.45385 1.47001
C -2.52597 -5.12252 0.17211
C -1.76168 -4.22983 -0.56098
P 2.27212 -0.62186 -0.08757
C 3.54752 -0.42256 -1.35099
C 3.21124 0.20299 -2.55084
C 4.12500 0.28780 -3.58867
C 5.38959 -0.26263 -3.43359
C 5.73665 -0.89467 -2.24637
C 4.82255 -0.97555 -1.20817
C 3.09623 -0.40635 1.50333
C 2.50079 -0.95910 2.63841
C 3.02354 -0.70102 3.89530
C 4.13346 0.12402 4.02951
C 4.72365 0.68569 2.90628
C 4.20903 0.42277 1.64455
H 2.18870 -4.27115 0.06477
H 3.40530 -3.18424 0.74244
H 3.28143 -3.39896 -1.02209
H 1.14827 -1.32902 -3.44411
H 1.79715 -2.32758 -5.59739
H 1.71506 -4.78079 -5.89215
H 0.97829 -6.22574 -4.03121
H 0.30255 -5.23706 -1.88525
H 0.63815 -3.56156 1.74003
H -0.71443 -5.16298 3.03195
H -2.74609 -6.15651 2.04024
H -3.40630 -5.56990 -0.26993
H -2.04989 -3.99301 -1.58015
H 2.22228 0.63353 -2.67327
H 3.85808 0.78430 -4.51209
H 6.10922 -0.19649 -4.23850
H 6.72293 -1.32279 -2.12909
H 5.10637 -1.46279 -0.28349
H 1.63157 -1.59978 2.53306
H 2.56870 -1.14314 4.77179
H 4.54126 0.32512 5.01092
H 5.59157 1.32272 3.01129
H 4.67992 0.86116 0.77316
N -0.73719 0.77654 -2.39434
C -2.19349 0.78761 -2.40927
C -2.88711 1.96933 -2.60828
C -4.27579 1.95683 -2.59931
C -4.96319 0.76961 -2.39343
C -4.25770 -0.41204 -2.20491
C -2.87057 -0.40757 -2.21193
H -0.38560 1.65951 -2.75615
H -0.42256 0.05502 -3.03912
H -2.35673 2.89767 -2.79038
H -4.81844 2.87823 -2.76184
H -6.04442 0.76150 -2.39872
H -4.78968 -1.34439 -2.06679
H -2.31259 -1.32764 -2.07822
C -2.79278 -1.44396 1.38661
As -1.85448 0.23501 1.21125
C -1.37702 0.53527 3.06955
C -3.38179 1.43819 0.89713
C -4.21921 1.62641 2.12523
C -5.29261 0.78144 2.39361
C -6.04464 0.94233 3.54931
C -5.73455 1.95359 4.44632
C -4.67714 2.81300 4.17871
C -3.92607 2.64857 3.02581
H -3.60933 -1.27748 2.08860
H -2.12842 -2.21142 1.77351
H -3.18774 -1.75819 0.42384
H -2.18493 0.15861 3.69510
H -1.25234 1.59423 3.28209
H -0.45134 0.00675 3.29550
H -3.94335 0.96460 0.09067
H -3.00998 2.38646 0.51740
H -5.56058 0.00714 1.68309
H -6.88192 0.28496 3.74207
H -6.32470 2.08261 5.34330
H -4.44536 3.61726 4.86414
H -3.11277 3.33583 2.81333
C -0.40039 3.53348 -0.19994
N 0.04959 4.87636 0.08079
C 0.53176 4.92388 1.46586
N 1.63257 3.98073 1.67970
C 1.17172 2.64439 1.38013
N 0.67881 2.51539 -0.03147
C 1.81297 2.92993 -0.91523
N 2.27925 4.26734 -0.63508
C 1.16537 5.20415 -0.81109
C 2.72308 4.32336 0.76263
H -0.77833 3.47586 -1.22355
H -1.20813 3.28337 0.48854
H -0.29005 4.67976 2.14226
H 0.87584 5.93303 1.68856
H 0.34871 2.38636 2.04550
H 1.98411 1.93210 1.53096
H 1.48194 2.87822 -1.95722
H 2.63347 2.22458 -0.77399
H 0.82339 5.16764 -1.84740
H 1.51010 6.21476 -0.59676
H 3.07637 5.32939 0.98500
H 3.54766 3.62244 0.90578
```


Number 1: calculated total energy -121428.37648 eV. Number 2: calculated total energy -185359.53859 eV.